# C6H15NNaO2

A structure of composition C6H15NNaO2 at a distorted geometry (wB97M-V/def2-TZVPD, OMol25).

Cartesian coordinates (Å):
Na 2.3025 2.5842 -1.3121
C -3.0294 0.0115 2.2169
O -3.1763 -0.9456 1.2135
C -1.8225 -1.2464 0.7757
C -1.2983 -0.0853 -0.1767
N -0.0791 -0.6142 -0.9156
C 0.4443 0.4898 -1.7311
C 1.8456 0.0410 -1.6903
O 2.6240 0.9422 -0.8935
C 3.1329 0.2471 0.2854
H -3.9569 -0.0239 2.7883
H -2.9127 1.0008 1.7745
H -2.1644 -0.1693 2.8552
H -2.0848 -2.0400 0.0761
H -1.1788 -1.5553 1.5993
H -1.1196 0.7369 0.5162
H -2.1595 0.2294 -0.7661
H 0.4849 -1.3334 -0.4858
H 0.2410 1.3388 -1.0785
H -0.0708 0.6023 -2.6851
H 2.1590 0.1738 -2.7258
H 2.1332 -0.9979 -1.5289
H 4.1053 -0.2289 0.1590
H 2.2959 -0.2510 0.7746
H 3.2845 1.0935 0.9552

## Properties
Frontier orbital gap: 7.78 eV
Lowest unoccupied orbital energy: -4.27 eV
M: 156.2 g/mol
Multiplicity: 1
Max |F|: 7.66 eV/Å
Relative energy (zero: lowest compared OMol25 entry of this formula, charge and spin): 105.0 kcal per mole
Charge: +1